Entry 1:
The following is a quantum chemistry calculation of the ion C5H12 with charge +1, from the OMol25 dataset.

XYZ file:
```
17
Properties=species:S:1:pos:R:3:forces:R:3
C 1.2468 1.5647 -0.1798 0.6 -0.2 0.5
C -0.0608 0.9124 -0.5242 -1.9 2.6 1.0
C -0.0935 -0.6819 -0.2240 0.6 -1.4 -0.2
C 0.5692 -0.9168 1.1081 -0.4 -0.6 0.3
C -1.6068 -0.9779 -0.2623 0.7 1.9 0.2
H 2.1029 1.1166 -0.6577 0.3 0.1 -0.3
H 1.4275 1.6130 0.8925 0.1 -0.4 0.1
H 1.1098 2.6469 -0.3520 -0.1 -0.2 -0.7
H -0.6293 1.1478 -1.4232 0.5 -0.8 -0.8
H -0.7362 1.4803 0.1398 -0.1 -0.3 0.3
H 0.4237 -1.1112 -1.0867 0.1 -0.2 0.3
H 0.1958 -1.8588 1.5561 0.3 -0.1 -0.6
H 1.6591 -0.9685 1.0883 -0.2 0.2 0.0
H 0.1870 -0.2270 1.8621 0.3 0.4 0.0
H -1.9145 -1.1059 -1.2931 -0.2 -0.6 0.0
H -1.7785 -1.6959 0.5400 -0.2 -0.5 -0.4
H -2.1670 -0.0994 0.0869 -0.3 -0.1 0.1
```
Forces are in eV/Å.

Computed properties:
lowest unoccupied orbital energy (spin up / spin down): -2.81 / -9.83 eV
energy above the lowest of the compared OMol25 structures with the same formula, charge and spin: 0.4086 eV
frontier orbital gap (spin up / spin down): 13.77 / 6.97 eV
charge: +1
⟨S²⟩: 0.753
2S+1: 2
HOMO energy (spin up / spin down): -16.6 / -16.8 eV


Entry 2:
The following is a quantum chemistry calculation of the molecule C5H7NO, from the OMol25 dataset.

XYZ file:
```
14
Properties=species:S:1:pos:R:3:forces:R:3
C 2.5706 1.1753 0.0058 -0.3 -0.4 0.0
C 1.8285 0.2330 -0.1081 0.3 0.4 0.0
C 0.8835 -0.8839 -0.2176 0.0 0.0 -0.1
C -0.2564 -0.7702 0.8047 0.0 -0.1 0.1
N -0.9941 0.4668 0.6716 -0.1 0.0 -0.1
C -2.2568 0.5049 0.1698 0.0 -0.1 0.0
O -2.9139 -0.4692 -0.1403 0.2 0.3 0.1
H 3.2500 1.9949 0.0937 -0.1 -0.1 0.0
H 1.4133 -1.8316 -0.0641 -0.1 0.1 0.0
H 0.4611 -0.9080 -1.2287 0.1 0.0 0.1
H -0.9748 -1.5781 0.6491 0.1 0.1 0.0
H 0.1468 -0.8513 1.8202 0.0 0.0 -0.1
H -0.4986 1.3356 0.8100 -0.1 -0.1 0.0
H -2.6425 1.5381 0.0841 0.0 -0.1 0.0
```
Forces are in eV/Å.

Computed properties:
lowest unoccupied orbital energy: 0.88 eV
energy above the lowest of the compared OMol25 structures with the same formula, charge and spin: 1.6871 eV
frontier orbital gap: 10.73 eV
charge: 0
SMILES string: C#CCCNC=O
HOMO energy: -9.9 eV


Entry 3:
The following is a quantum chemistry calculation of a structure of composition C37H33BaN8O3, from the OMol25 dataset.

XYZ file:
```
82
Properties=species:S:1:pos:R:3:forces:R:3
Ba 0.0979 0.6114 -0.1607 0.9 -0.3 -0.4
C -2.1707 -3.0958 2.3730 -0.1 0.0 0.0
C -1.2176 -2.2201 1.6250 0.6 -0.2 0.0
N -1.5307 -1.1449 1.0133 -0.7 0.3 0.1
N -2.8747 -0.7545 0.9461 0.7 -0.4 0.0
C -2.9810 0.5101 0.5939 -0.3 0.4 0.0
O -2.0336 1.3737 0.4983 -0.9 -0.1 0.4
C -4.3564 0.9966 0.2563 0.0 -0.2 0.1
C -4.4943 2.2351 -0.3610 -0.1 0.1 0.0
C -5.7490 2.6938 -0.7366 0.0 0.0 0.0
C -6.8745 1.9261 -0.4782 0.0 -0.1 0.0
C -6.7424 0.6931 0.1497 0.0 0.0 0.0
C -5.4893 0.2254 0.5087 0.0 0.0 0.0
C 0.2533 -2.5934 1.6064 -0.4 0.0 0.0
C 0.7171 -3.6443 2.3913 0.1 0.1 0.0
C 2.0703 -3.9503 2.3923 -0.1 0.0 0.1
C 2.9320 -3.2149 1.6000 0.0 0.0 -0.1
C 2.3889 -2.2021 0.8234 0.0 -0.1 0.1
N 1.0967 -1.8937 0.8243 -0.3 0.1 0.0
H -3.1863 -2.7532 2.2016 0.0 0.0 0.0
H -1.9607 -3.0546 3.4449 0.0 0.0 0.0
H -2.0754 -4.1371 2.0616 0.0 0.0 0.0
H -3.6137 2.8355 -0.5466 0.0 0.0 0.0
H -5.8489 3.6524 -1.2305 0.0 0.0 0.0
H -7.8564 2.2835 -0.7610 0.0 0.0 0.0
H -7.6199 0.0941 0.3564 0.0 0.0 0.0
H -5.3715 -0.7389 0.9829 0.0 0.0 0.0
H 0.0307 -4.2058 3.0067 0.0 0.0 0.0
H 2.4388 -4.7587 3.0099 0.0 0.0 0.0
H 3.9921 -3.4220 1.5664 0.0 0.0 0.0
H 3.0239 -1.6105 0.1709 0.0 0.0 0.0
C -0.2336 1.0036 5.9340 -0.1 0.0 0.0
C 1.1490 1.1528 5.8829 0.1 0.0 0.0
C 1.7938 1.3021 4.6674 -0.2 -0.1 0.2
C 1.0236 1.2933 3.5091 0.3 0.1 -0.7
C -0.3562 1.1428 3.5401 -0.1 0.0 0.3
C -0.9870 1.0017 4.7700 0.0 0.0 -0.1
N 1.5975 1.4163 2.1935 0.0 0.1 0.2
N 2.7850 1.7540 2.1573 0.3 0.0 -0.9
C 3.3705 1.8379 0.8081 0.0 0.0 1.0
C 4.6647 2.3335 0.7865 0.0 0.0 -0.3
C 5.3021 2.4106 -0.4431 0.0 0.0 0.1
C 4.6340 1.9898 -1.5831 0.0 0.0 -0.1
C 3.3377 1.5130 -1.4597 0.2 0.1 0.5
N 2.7205 1.4374 -0.2755 0.2 0.1 0.0
H -0.7216 0.8896 6.8931 0.0 0.0 0.0
H 1.7244 1.1515 6.7991 0.0 0.0 0.0
H 2.8662 1.4148 4.6143 0.0 0.0 -0.1
H -0.9453 1.1598 2.6297 0.0 0.0 0.0
H -2.0627 0.8945 4.8086 0.0 0.0 0.0
H 5.1404 2.6380 1.7068 0.0 0.0 0.0
H 6.3127 2.7913 -0.5072 0.0 0.0 0.0
H 5.1030 2.0314 -2.5561 0.0 0.0 0.0
H 2.7787 1.1792 -2.3273 0.0 0.0 0.0
O -4.0886 5.4609 -3.6668 0.1 -0.1 0.0
C -2.9330 6.0243 -3.0770 0.0 0.0 0.0
C -2.0237 4.9105 -2.6392 0.0 0.1 0.0
C -1.1158 5.1063 -1.6091 0.1 0.0 0.2
C -0.3024 4.0563 -1.2224 -0.1 0.0 -0.4
N -0.3304 2.8672 -1.8240 0.0 -0.2 -0.1
C -1.2003 2.6674 -2.8213 -0.1 0.0 -0.1
C -2.0649 3.6685 -3.2490 0.0 -0.2 0.0
C -1.2518 1.2994 -3.4533 0.0 0.2 0.0
C -1.8669 1.0966 -4.6849 0.0 0.0 0.1
C -1.9302 -0.1818 -5.2121 0.0 -0.1 -0.1
C -2.5711 -0.4453 -6.5550 0.0 0.0 0.0
O -3.3881 0.6089 -7.0105 0.1 0.0 0.0
C -1.3644 -1.2280 -4.4915 0.0 0.0 0.1
C -0.7525 -0.9451 -3.2861 -0.1 0.3 -0.3
N -0.6924 0.2903 -2.7846 0.1 -0.1 0.1
H -4.6645 6.1672 -3.9667 -0.1 0.1 -0.1
H -3.1820 6.6459 -2.2117 0.0 0.0 0.0
H -2.3946 6.6526 -3.7969 0.0 0.0 0.0
H -1.0587 6.0534 -1.0879 0.0 0.0 0.0
H 0.4009 4.1747 -0.4047 0.0 0.0 0.0
H -2.7966 3.4764 -4.0180 0.0 0.1 0.0
H -2.2901 1.9156 -5.2464 0.0 0.0 0.0
H -3.1134 -1.3951 -6.5140 0.0 0.0 0.0
H -1.7807 -0.5647 -7.2990 0.0 0.0 0.0
H -4.2197 0.5949 -6.5268 -0.1 0.0 0.0
H -1.3981 -2.2456 -4.8593 0.0 0.0 0.0
H -0.2875 -1.7330 -2.7019 0.0 0.0 0.0
```
Forces are in eV/Å.

Computed properties:
lowest unoccupied orbital energy: -3.29 eV
frontier orbital gap: 6.71 eV
charge: +1
HOMO energy: -10.0 eV